[1]
{
  "formula": "C4H9N2",
  "method": "ωB97M-V with the def2-TZVPD basis set",
  "species": ["C", "C", "C", "C", "N", "N", "H", "H", "H", "H", "H", "H", "H", "H", "H"],
  "xyz": [[0.0758, -1.1345, -0.0268], [1.9480, 0.9458, 0.2164], [1.4755, 1.0750, -1.2157], [-2.1695, -0.3445, 0.5976], [0.5282, 0.9138, -0.1069], [-1.1485, -1.3210, 0.2344], [0.8239, -1.8571, 0.0688], [2.5027, 0.0855, 0.4294], [2.2117, 1.6845, 0.9247], [1.3535, 2.1363, -1.4621], [1.3749, 0.3787, -2.0694], [-2.0051, 0.4616, 0.0153], [-3.1900, -0.6592, 0.2584], [-2.1929, -0.1577, 1.6403], [-1.5882, -2.2072, 0.4955]],
  "forces_ev_per_angstrom": [[-1.2, 5.2, 0.5], [-0.3, -0.8, -1.7], [-0.7, 1.9, 0.7], [-1.9, -1.4, -1.0], [-1.2, -4.6, 0.5], [-0.6, -0.9, 1.2], [1.1, -1.4, -0.4], [0.3, -1.6, 0.4], [0.3, 1.5, -0.1], [0.1, -0.4, -0.7], [1.0, 0.3, 0.9], [0.8, 3.2, -1.3], [1.0, -0.4, 0.5], [0.3, 0.2, 0.9], [1.2, -0.7, -0.4]],
  "spin_multiplicity": 1,
  "relative_energy_kj_mol": 596.08,
  "largest_force_ev_per_a": 5.4,
  "lumo_ev": [-5.04, -5.04],
  "charge": 1,
  "orbital_gap_ev": [9.6, 9.6]
}


[2]
{
  "formula": "C4H9N2",
  "method": "ωB97M-V with the def2-TZVPD basis set",
  "species": ["C", "C", "C", "C", "N", "N", "H", "H", "H", "H", "H", "H", "H", "H", "H"],
  "xyz": [[-0.7696, 1.4319, 1.6977], [-0.2929, -1.7802, 0.9059], [0.7882, 0.6906, -1.8043], [0.3670, -0.6377, -1.3363], [0.1692, -0.9033, -0.1059], [0.2894, -0.4931, 1.1397], [0.0782, 2.0562, 1.4927], [-1.5824, 1.3904, 0.9930], [-1.3645, -1.9412, 0.9632], [0.3309, -2.6249, 1.1833], [1.8780, 0.7483, -1.8549], [0.4158, 0.8688, -2.8108], [0.4534, 1.4774, -1.1316], [0.2053, -1.4403, -2.0469], [-0.9661, 1.1570, 2.7152]],
  "forces_ev_per_angstrom": [[1.0, -2.7, -0.8], [-0.5, -1.1, 0.3], [0.2, 0.3, 0.0], [-0.1, -0.1, 0.0], [-0.1, -0.8, -1.6], [-0.4, 4.0, 2.1], [0.2, 0.1, 0.0], [-0.1, 0.1, -0.1], [0.0, 0.1, -0.1], [0.0, 0.0, -0.1], [0.1, -0.1, 0.0], [-0.1, 0.0, 0.0], [0.0, 0.0, 0.0], [-0.1, -0.1, 0.2], [0.0, -0.1, 0.3]],
  "spin_multiplicity": 1,
  "relative_energy_kj_mol": 575.33,
  "largest_force_ev_per_a": 4.5,
  "lumo_ev": -5.64,
  "charge": 1,
  "orbital_gap_ev": 8.1
}


[3]
{
  "formula": "C4H9N2",
  "method": "ωB97M-V with the def2-TZVPD basis set",
  "species": ["C", "C", "C", "C", "N", "N", "H", "H", "H", "H", "H", "H", "H", "H", "H"],
  "xyz": [[-0.5519, -0.9556, 1.8004], [0.3039, 0.5664, -1.0756], [1.1437, -1.4340, 0.2192], [-1.0518, 0.2767, -0.6080], [0.4612, -1.3717, 1.1534], [1.0109, 1.6231, -0.6728], [-1.3143, -1.6420, 2.0629], [-0.5528, -0.0062, 2.3098], [0.6356, -0.1316, -1.8590], [1.9689, -1.7136, -0.4581], [-1.8326, 1.0862, -0.5480], [-1.0060, -0.3142, 0.3098], [-1.5959, -0.3621, -1.3266], [1.7506, 1.9071, -1.1642], [0.6304, 2.4716, -0.1432]],
  "forces_ev_per_angstrom": [[-1.2, 0.5, 1.8], [-1.2, -0.1, 0.4], [2.2, -0.2, -3.4], [-1.5, 1.0, -2.5], [0.1, 0.1, 0.6], [-4.1, 0.2, 2.3], [-0.6, -0.7, 0.1], [0.5, 0.0, 0.3], [0.5, 1.0, 0.3], [-0.4, 0.0, 1.4], [1.4, -0.1, 0.7], [-0.5, -0.1, 1.1], [0.8, -0.2, 0.1], [3.9, 0.8, -2.4], [0.1, -2.2, -0.7]],
  "spin_multiplicity": 1,
  "relative_energy_kj_mol": 480.05,
  "largest_force_ev_per_a": 4.7,
  "lumo_ev": [-4.25, -4.25],
  "charge": 1,
  "orbital_gap_ev": [8.2, 8.2]
}


[4]
{
  "formula": "C4H9N2",
  "method": "ωB97M-V with the def2-TZVPD basis set",
  "species": ["C", "C", "C", "C", "N", "N", "H", "H", "H", "H", "H", "H", "H", "H", "H"],
  "xyz": [[2.2613, -0.6978, -0.0155], [-0.0281, 0.3633, 0.1813], [0.5321, 1.7073, 0.0487], [-1.8801, -1.2148, 0.0793], [1.0702, -1.0870, 0.1310], [-1.2484, 0.0805, -0.0057], [2.8753, -1.5859, -0.1860], [2.5683, 0.2527, -0.4178], [-0.1437, 2.4609, 0.0345], [1.0310, 1.7169, -0.8893], [1.1185, 1.8403, 0.9508], [-1.3257, -2.0537, -0.2513], [-2.8179, -1.2717, -0.4904], [-2.1951, -1.4499, 1.0517], [-1.8177, 0.9390, -0.2215]],
  "forces_ev_per_angstrom": [[-0.6, -1.5, -1.9], [2.6, -3.5, -1.5], [1.2, -2.4, 1.2], [-1.8, -0.6, -1.1], [-3.0, 3.7, 1.4], [-0.6, 1.3, -0.1], [0.6, 0.4, 0.4], [0.4, 0.6, 0.8], [-2.5, 2.2, 0.0], [1.1, 0.2, -0.6], [0.9, 0.3, -0.3], [1.3, -0.2, -0.4], [0.4, 0.7, -0.1], [-0.1, 0.1, 1.7], [0.1, -1.4, 0.5]],
  "spin_multiplicity": 1,
  "relative_energy_kj_mol": 338.96,
  "largest_force_ev_per_a": 5.0,
  "lumo_ev": -4.65,
  "charge": 1,
  "orbital_gap_ev": 10.4
}


[5]
{
  "formula": "C4H9N2",
  "method": "ωB97M-V with the def2-TZVPD basis set",
  "species": ["C", "C", "C", "C", "N", "N", "H", "H", "H", "H", "H", "H", "H", "H", "H"],
  "xyz": [[1.8287, -0.3669, -0.1827], [1.5166, 0.3568, 0.8920], [0.5508, -0.6771, -0.9326], [-0.4575, -0.0826, 0.1635], [-1.4475, -0.9278, 0.5843], [-1.0673, 1.2921, -0.2184], [2.8176, -0.6952, -0.6360], [1.8492, 0.8757, 1.7617], [0.4316, -0.2130, -1.9500], [0.4978, -1.7632, -1.2449], [-1.9210, -0.5091, 1.4351], [-0.8457, -1.8330, 0.8998], [-1.7428, 1.0899, -0.9641], [-0.2647, 1.9029, -0.1596], [-1.7457, 1.5507, 0.5519]],
  "forces_ev_per_angstrom": [[0.7, 0.3, -0.9], [-3.5, -1.5, -1.8], [-0.2, -0.1, -0.6], [4.2, 1.1, -0.6], [1.3, -2.0, 2.8], [-1.7, -2.4, 2.5], [-1.1, 0.6, 1.0], [0.5, 0.0, 0.3], [0.3, 0.2, 0.9], [-0.6, 0.8, 1.0], [0.5, -1.2, -1.0], [-2.5, 2.4, -0.8], [0.9, 1.0, -1.0], [0.0, 0.8, -1.2], [1.2, 0.0, -0.6]],
  "spin_multiplicity": 1,
  "relative_energy_kj_mol": 479.98,
  "largest_force_ev_per_a": 4.4,
  "lumo_ev": -3.69,
  "charge": 1,
  "orbital_gap_ev": 9.3
}


[6]
{
  "formula": "C4H9N2",
  "method": "ωB97M-V with the def2-TZVPD basis set",
  "species": ["C", "C", "C", "C", "N", "N", "H", "H", "H", "H", "H", "H", "H", "H", "H"],
  "xyz": [[1.8230, -0.1006, 0.9965], [1.4515, 0.5435, -0.0974], [-0.5067, -0.6885, 0.6189], [0.0638, 0.1707, -0.5028], [-0.9652, -1.9314, 0.3491], [-0.8483, 1.4147, -0.7210], [2.7294, -0.2041, 1.5475], [2.0580, 1.2124, -0.7135], [-0.8810, -0.1938, 1.5000], [0.0369, -0.3772, -1.4531], [-0.4940, -2.4777, -0.3606], [-1.3327, -2.4737, 1.1157], [-1.8311, 1.1395, -0.8504], [-0.5334, 1.9514, -1.5392], [-0.7701, 2.0148, 0.1105]],
  "forces_ev_per_angstrom": [[-2.5, -0.5, -0.5], [0.1, 0.3, 0.0], [2.1, 0.1, 0.2], [0.0, -0.4, 0.1], [0.1, 0.3, 0.0], [0.1, 0.0, -0.1], [0.5, 0.0, 0.2], [0.0, 0.0, 0.0], [-0.1, 0.0, 0.1], [-0.1, 0.2, 0.0], [-0.1, 0.1, 0.1], [0.0, 0.0, 0.0], [0.3, 0.2, 0.0], [-0.2, -0.1, 0.2], [-0.1, -0.1, -0.3]],
  "spin_multiplicity": 1,
  "relative_energy_kj_mol": 434.93,
  "largest_force_ev_per_a": 2.6,
  "lumo_ev": [-3.82, -3.94],
  "charge": 1,
  "orbital_gap_ev": [8.4, 7.3]
}


Repeat the second record exactly.
{
  "formula": "C4H9N2",
  "method": "ωB97M-V with the def2-TZVPD basis set",
  "species": ["C", "C", "C", "C", "N", "N", "H", "H", "H", "H", "H", "H", "H", "H", "H"],
  "xyz": [[-0.7696, 1.4319, 1.6977], [-0.2929, -1.7802, 0.9059], [0.7882, 0.6906, -1.8043], [0.3670, -0.6377, -1.3363], [0.1692, -0.9033, -0.1059], [0.2894, -0.4931, 1.1397], [0.0782, 2.0562, 1.4927], [-1.5824, 1.3904, 0.9930], [-1.3645, -1.9412, 0.9632], [0.3309, -2.6249, 1.1833], [1.8780, 0.7483, -1.8549], [0.4158, 0.8688, -2.8108], [0.4534, 1.4774, -1.1316], [0.2053, -1.4403, -2.0469], [-0.9661, 1.1570, 2.7152]],
  "forces_ev_per_angstrom": [[1.0, -2.7, -0.8], [-0.5, -1.1, 0.3], [0.2, 0.3, 0.0], [-0.1, -0.1, 0.0], [-0.1, -0.8, -1.6], [-0.4, 4.0, 2.1], [0.2, 0.1, 0.0], [-0.1, 0.1, -0.1], [0.0, 0.1, -0.1], [0.0, 0.0, -0.1], [0.1, -0.1, 0.0], [-0.1, 0.0, 0.0], [0.0, 0.0, 0.0], [-0.1, -0.1, 0.2], [0.0, -0.1, 0.3]],
  "spin_multiplicity": 1,
  "relative_energy_kj_mol": 575.33,
  "largest_force_ev_per_a": 4.5,
  "lumo_ev": -5.64,
  "charge": 1,
  "orbital_gap_ev": 8.1
}


What did the sixth record say?
{
  "formula": "C4H9N2",
  "method": "ωB97M-V with the def2-TZVPD basis set",
  "species": ["C", "C", "C", "C", "N", "N", "H", "H", "H", "H", "H", "H", "H", "H", "H"],
  "xyz": [[1.8230, -0.1006, 0.9965], [1.4515, 0.5435, -0.0974], [-0.5067, -0.6885, 0.6189], [0.0638, 0.1707, -0.5028], [-0.9652, -1.9314, 0.3491], [-0.8483, 1.4147, -0.7210], [2.7294, -0.2041, 1.5475], [2.0580, 1.2124, -0.7135], [-0.8810, -0.1938, 1.5000], [0.0369, -0.3772, -1.4531], [-0.4940, -2.4777, -0.3606], [-1.3327, -2.4737, 1.1157], [-1.8311, 1.1395, -0.8504], [-0.5334, 1.9514, -1.5392], [-0.7701, 2.0148, 0.1105]],
  "forces_ev_per_angstrom": [[-2.5, -0.5, -0.5], [0.1, 0.3, 0.0], [2.1, 0.1, 0.2], [0.0, -0.4, 0.1], [0.1, 0.3, 0.0], [0.1, 0.0, -0.1], [0.5, 0.0, 0.2], [0.0, 0.0, 0.0], [-0.1, 0.0, 0.1], [-0.1, 0.2, 0.0], [-0.1, 0.1, 0.1], [0.0, 0.0, 0.0], [0.3, 0.2, 0.0], [-0.2, -0.1, 0.2], [-0.1, -0.1, -0.3]],
  "spin_multiplicity": 1,
  "relative_energy_kj_mol": 434.93,
  "largest_force_ev_per_a": 2.6,
  "lumo_ev": [-3.82, -3.94],
  "charge": 1,
  "orbital_gap_ev": [8.4, 7.3]
}